# 1
34
Properties=species:S:1:pos:R:3:forces:R:3:mulliken_charge:R:1 method="wB97M-V/def2-TZVPD" gap_ev="6.38 / 6.40" de_lowest_kj_mol=0.0 charge=+2 lumo_ev="-8.86 / -8.84"
Re -0.14010 0.40791 -0.00787 -0.5 0.6 0.1 1.157
O 5.93895 1.35807 0.22827 -0.1 0.0 0.0 -0.465
C 4.64245 1.12734 0.10544 0.2 0.0 0.1 0.882
C 3.96924 1.08425 -1.12669 0.0 0.0 0.0 -0.577
C 2.61657 0.84377 -1.09935 -0.1 -0.1 0.2 0.243
N 1.96232 0.66325 0.03753 0.2 0.0 0.0 -0.027
C 2.59042 0.67671 1.20926 -0.1 0.1 -0.2 0.536
C 3.93692 0.90563 1.30328 0.0 0.0 0.0 -0.668
C 1.63814 0.41029 2.32138 -0.2 -0.5 0.3 0.246
O 1.82756 0.31555 3.47242 0.0 0.2 0.0 -0.390
O 0.33465 0.19448 1.76289 0.0 0.2 -0.4 -0.547
C 1.69264 0.70215 -2.26239 -0.2 0.0 -0.3 0.225
O 1.96344 0.67661 -3.41076 0.0 0.0 0.1 -0.465
O 0.37928 0.56383 -1.80735 0.1 0.0 0.4 -0.443
H 6.38024 1.49996 -0.61990 0.1 0.0 0.0 0.334
H 4.47941 1.22497 -2.07150 0.0 0.0 0.0 0.496
H 4.44313 0.91770 2.25945 0.0 0.0 0.0 0.588
S -4.00566 3.38579 1.38086 -0.2 0.1 0.1 -0.074
As -2.57386 2.37907 0.16980 -0.1 -0.1 0.0 0.807
S -2.44921 0.20746 -0.02287 0.4 -0.1 0.0 -0.212
S -0.46013 2.77446 0.16859 0.3 -0.4 0.0 -0.216
S -4.04573 3.57527 -0.79978 -0.2 0.1 0.0 -0.073
S 0.14289 -2.04469 -0.24528 0.3 -0.2 -0.1 -0.310
C -0.49870 -2.35900 -1.83797 -0.1 -0.1 0.1 0.167
N -1.77698 -2.42656 -2.15891 -0.1 0.1 -0.1 -0.003
C -1.97497 -2.84009 -3.56208 0.0 0.0 0.1 -0.487
C -0.52524 -2.87062 -4.10119 0.0 0.0 0.1 -0.428
N 0.26236 -2.62419 -2.87935 0.0 0.0 -0.1 -0.038
H -2.51106 -2.38298 -1.47168 0.0 -0.1 0.0 0.265
H -2.60008 -2.12168 -4.08481 0.0 0.0 0.0 0.312
H -2.44978 -3.81827 -3.59301 0.0 0.0 0.0 0.330
H -0.33284 -2.08392 -4.82743 0.0 0.0 0.0 0.287
H -0.26255 -3.83260 -4.53247 0.0 0.0 0.0 0.313
H 1.26750 -2.62292 -2.83194 0.0 0.0 0.0 0.234

# 2
107
Properties=species:S:1:pos:R:3:forces:R:3:lowdin_spin:R:1 method="wB97M-V/def2-TZVPD" gap_ev="6.79 / 7.50" spin_multiplicity=6 lumo_ev="0.46 / 0.13"
Mn 1.23641 -0.69178 -0.13489 1.0 0.8 0.1 4.474
C 3.05302 -3.61929 -1.36018 0.0 -0.1 0.1 0.017
C 1.75253 -4.13937 -0.72676 0.2 0.0 0.1 0.014
C 1.90949 -5.61499 -0.36970 0.1 -0.1 -0.1 0.003
P 1.16019 -2.99322 0.62164 -0.1 -0.6 0.0 0.069
C 1.98435 -3.59101 2.15718 0.1 0.3 0.1 0.009
C 3.49940 -3.35120 2.09355 0.0 -0.1 0.0 0.004
C 1.37706 -2.91673 3.39360 0.1 0.0 0.0 0.001
C -0.61326 -3.38726 0.90309 -0.1 0.1 0.0 0.009
C -0.99877 -4.69161 1.24218 0.0 0.1 -0.1 0.000
C -2.33180 -5.01154 1.42798 0.0 0.0 0.0 0.001
C -3.30244 -4.02513 1.28182 0.0 0.0 0.0 0.001
C -2.92432 -2.72646 0.98637 0.2 0.1 0.0 0.002
C -1.57839 -2.35982 0.80484 -0.1 -0.2 0.1 0.011
Si -1.06855 -0.51562 0.49737 -0.7 -0.1 0.1 0.068
C -1.85655 0.47183 1.92538 -0.1 0.0 0.2 0.011
C -2.30430 -0.16722 3.09479 0.0 0.2 -0.2 0.004
C -2.91479 0.53730 4.12601 0.0 0.0 -0.1 0.000
C -3.11357 1.90449 4.00042 0.1 0.0 -0.1 0.004
C -2.63647 2.56526 2.87430 0.1 0.0 0.0 0.000
C -1.97080 1.88109 1.85127 0.0 0.0 0.1 0.003
P -1.18781 2.71461 0.39716 0.1 -0.2 0.0 0.011
C -2.47906 3.91894 -0.20847 0.0 0.1 -0.1 0.002
C -2.32154 4.04195 -1.73268 0.0 0.0 0.0 0.001
C -2.57489 5.31448 0.41474 0.0 0.0 0.0 0.001
C 0.25993 3.66311 1.08351 -0.1 0.1 0.0 0.000
C 0.93577 4.43069 -0.06178 0.0 0.0 0.0 0.000
C 0.13853 4.52790 2.33785 0.0 0.1 -0.1 0.000
C -2.07127 -0.05250 -1.06349 -0.2 0.1 -0.1 0.009
C -3.44002 0.25789 -1.01347 0.1 0.0 0.0 0.001
C -4.14839 0.62743 -2.14700 0.1 0.0 0.0 0.000
C -3.49792 0.70433 -3.37499 0.0 0.0 0.0 0.000
C -2.14592 0.40904 -3.45093 0.0 0.0 0.1 0.000
C -1.42703 0.03397 -2.30991 -0.1 -0.1 -0.1 0.005
P 0.34246 -0.43947 -2.43202 -0.4 0.1 -0.3 0.060
C 0.27050 -1.99603 -3.45817 0.0 0.0 0.0 0.011
C -0.88715 -2.87386 -2.95879 0.0 0.0 -0.1 0.002
C 0.19343 -1.83437 -4.97414 0.0 -0.1 0.0 0.002
C 1.18677 0.85512 -3.46103 0.2 0.1 0.2 0.011
C 2.67308 0.88486 -3.06875 -0.1 -0.2 -0.2 0.015
C 0.57373 2.24762 -3.26242 0.0 -0.1 0.0 0.001
H 3.22299 -4.11070 -2.32265 0.0 0.0 0.1 0.001
H 3.91680 -3.82909 -0.72655 0.0 0.0 0.0 0.000
H 3.03538 -2.54496 -1.53410 -0.1 0.2 0.0 0.016
H 0.96654 -4.05472 -1.47342 -0.2 0.0 -0.1 0.001
H 2.59622 -5.76545 0.46789 0.0 0.0 -0.1 0.000
H 2.32981 -6.14625 -1.22938 0.0 0.0 0.1 0.001
H 0.95977 -6.08964 -0.13156 0.0 0.0 0.0 0.000
H 1.78380 -4.66122 2.20886 0.0 -0.1 0.1 0.001
H 3.73003 -2.35979 1.69745 0.0 0.0 0.0 0.003
H 4.01029 -4.09151 1.47537 0.0 0.0 0.0 0.000
H 3.92663 -3.40793 3.09677 0.0 0.0 0.0 0.000
H 1.59926 -1.84877 3.40370 0.0 0.0 0.0 0.001
H 1.81557 -3.35241 4.29518 0.0 0.0 0.0 0.000
H 0.29496 -3.04297 3.44758 0.0 0.0 0.0 0.000
H -0.25532 -5.46806 1.37782 0.0 0.1 0.0 0.000
H -2.61346 -6.02581 1.68699 0.0 0.1 0.0 0.000
H -4.34921 -4.27043 1.42071 0.0 0.0 0.0 0.000
H -3.69477 -1.96317 0.91060 0.1 -0.1 0.0 0.000
H -2.19238 -1.24156 3.19492 0.0 0.0 0.0 0.000
H -3.25276 0.01584 5.01526 0.0 0.0 -0.1 0.000
H -3.61775 2.46129 4.78265 0.0 0.0 0.0 0.000
H -2.77580 3.63712 2.80647 0.1 0.0 0.0 0.000
H -3.41264 3.38525 -0.01392 -0.1 0.0 0.0 0.000
H -1.38562 4.55303 -1.98618 -0.1 0.0 0.0 0.000
H -3.14432 4.62457 -2.16113 0.0 0.0 0.0 0.000
H -2.30850 3.06034 -2.21460 0.0 0.1 0.1 0.000
H -1.65414 5.87913 0.26526 0.0 0.0 0.0 0.000
H -2.78820 5.30258 1.48252 0.0 -0.1 0.0 0.000
H -3.37948 5.87559 -0.07204 0.0 0.0 0.0 0.000
H 0.92013 2.83199 1.32873 0.1 -0.1 0.1 0.000
H 0.37521 5.32898 -0.33426 0.0 0.0 0.0 0.000
H 1.04353 3.81393 -0.96215 0.0 0.1 0.2 0.000
H 1.93677 4.74899 0.24396 -0.1 0.0 0.0 0.000
H -0.45695 5.42688 2.16474 0.0 -0.1 0.0 0.000
H 1.13966 4.85378 2.64274 -0.1 0.0 0.0 0.000
H -0.29175 3.98397 3.17753 -0.1 -0.1 0.0 0.000
H -3.95574 0.23345 -0.05595 0.1 0.0 -0.1 0.000
H -5.20426 0.86702 -2.07681 0.1 0.0 0.0 0.000
H -4.03943 1.00223 -4.26563 0.0 0.0 0.0 0.000
H -1.64695 0.49170 -4.40977 0.0 0.0 0.0 0.000
H 1.21148 -2.50302 -3.23094 0.1 0.0 0.0 0.002
H -1.83698 -2.49968 -3.34615 0.0 0.0 0.0 0.000
H -0.98154 -2.89473 -1.87143 0.1 0.0 0.0 0.001
H -0.75739 -3.90124 -3.31157 0.0 0.0 0.0 0.000
H -0.72311 -1.32820 -5.28411 0.0 0.0 0.0 0.000
H 0.18120 -2.82891 -5.42961 0.0 0.0 0.0 0.000
H 1.04703 -1.29921 -5.39180 0.0 0.0 0.0 0.000
H 1.11585 0.55160 -4.50269 -0.1 0.1 -0.1 0.001
H 2.78155 1.20146 -2.03283 0.0 0.0 0.1 0.008
H 3.21902 1.59126 -3.69960 0.0 0.0 0.0 0.001
H 3.15088 -0.09454 -3.16658 0.0 0.0 0.0 0.002
H 0.33144 2.43213 -2.21086 0.0 -0.1 -0.1 0.001
H -0.33951 2.39200 -3.83655 0.0 0.0 0.0 0.000
H 1.29381 3.00768 -3.57780 0.0 0.0 0.0 0.000
N 4.50135 4.12713 4.63776 0.0 -0.1 -0.1 0.007
C 4.06742 3.38094 3.87685 -0.1 -0.3 -0.3 0.002
C 3.52237 2.44060 2.91530 0.1 0.2 0.3 0.015
C 4.01446 2.39770 1.61426 0.0 0.0 -0.1 -0.003
C 3.47061 1.50527 0.69753 0.2 0.1 0.0 0.026
C 2.42001 0.63891 1.00880 -0.1 -0.2 0.0 0.037
C 1.96072 0.71328 2.33458 0.0 0.2 0.2 0.033
C 2.48984 1.57952 3.28168 0.0 0.0 0.0 -0.001
H 4.81817 3.06539 1.32515 0.0 0.0 0.0 0.000
H 3.90187 1.50331 -0.29827 0.0 0.0 0.0 0.003
H 1.11090 0.11088 2.64039 0.0 0.0 0.0 0.007
H 2.09300 1.61378 4.28932 0.0 0.0 0.0 -0.001

# 3
35
Properties=species:S:1:pos:R:3:forces:R:3:lowdin_spin:R:1 method="wB97M-V/def2-TZVPD" gap_ev="7.16 / 6.58" spin_multiplicity=6 de_lowest_kj_mol=0.0 charge=+2 lumo_ev="-8.46 / -8.98"
I 0.00063 -1.09369 -4.67669 0.0 1.2 -0.4 -0.001
I -0.00266 1.58899 -4.01627 0.0 -1.1 0.2 -0.011
Dy 0.00543 1.67969 -0.08148 0.1 -2.1 0.6 5.108
P -2.35234 0.10758 0.08494 -1.8 0.3 -0.3 -0.029
C -3.24465 -0.03118 -1.53648 0.5 -0.1 0.2 -0.001
C -3.00070 -1.40995 0.87727 0.8 -0.6 0.1 -0.007
H -4.08699 -1.36481 0.97759 0.1 0.3 0.0 -0.001
H -4.27750 1.33580 0.98639 0.7 0.3 -0.1 0.000
H -2.53585 -1.69003 1.83084 -0.1 0.4 -0.2 0.000
H -2.78171 1.67461 1.95120 -0.4 -0.4 -0.6 0.000
H -2.92933 -0.99895 -1.97216 -0.2 0.5 0.1 0.000
H -2.77100 -2.22840 0.18556 0.0 0.1 0.0 0.000
C -3.17988 1.51187 0.92504 0.0 0.7 0.5 0.001
H -4.32651 -0.07332 -1.33610 0.4 0.1 -0.2 0.000
H -2.98669 2.47429 0.38528 -0.4 -0.6 0.1 0.000
H -2.99324 0.77939 -2.24273 -0.2 -0.3 0.3 0.000
P 2.35350 0.09462 0.09194 1.8 0.3 -0.3 -0.027
C 3.25191 -0.04842 -1.52550 -0.5 -0.1 0.1 -0.001
C 3.18684 1.49205 0.93760 0.1 0.7 0.5 0.001
H 2.51720 -1.70682 1.83552 0.1 0.4 -0.2 0.000
H 4.07460 -1.38939 0.98990 -0.1 0.3 0.0 -0.001
H 2.75681 -2.24377 0.19008 0.0 0.1 0.0 0.000
C 2.98841 -1.42823 0.88461 -0.8 -0.6 0.1 -0.006
H 2.78661 1.65495 1.96273 0.4 -0.4 -0.6 0.000
H 4.28302 1.30859 1.00238 -0.7 0.3 -0.1 0.000
H 4.33286 -0.09574 -1.32065 -0.4 0.1 -0.2 0.000
H 3.00744 0.76399 -2.23233 0.2 -0.3 0.3 0.000
H 3.00152 2.45669 0.39943 0.4 -0.6 0.1 0.000
H 2.93328 -1.01449 -1.96292 0.2 0.5 0.1 0.000
C 0.00042 -0.42642 -1.14011 0.0 -7.7 -5.1 -0.021
O -0.00119 -1.48655 -1.76551 0.0 7.5 5.4 -0.002
F -1.08894 0.38311 2.79254 0.5 0.4 -0.6 0.001
C -0.00136 0.23115 1.95947 -0.1 -1.7 1.5 -0.007
F 1.08437 0.37904 2.79525 -0.5 0.4 -0.6 0.003
F -0.00429 -1.18627 1.76337 0.0 1.6 -0.6 0.002

# 4
114
Properties=species:S:1:pos:R:3:forces:R:3:mulliken_charge:R:1 method="wB97M-V/def2-TZVPD" gap_ev=7.20 charge=+1 lumo_ev=-2.45
Bi -5.61172 8.72647 22.97332 -0.2 -0.2 0.2 1.613
C -8.35203 10.82552 22.13960 -0.7 -0.8 0.4 -1.417
N -7.09507 10.88581 22.80976 1.9 1.2 0.8 0.852
C -7.27798 11.29350 24.24271 -1.9 -0.4 -0.9 -1.053
C -7.47952 10.04161 25.10291 0.7 -0.1 0.1 -0.776
N -6.25594 9.22363 25.02403 -0.2 1.0 -1.5 -0.193
C -6.12253 8.23539 25.95347 -0.5 -1.0 1.1 -0.220
C -4.99675 8.24106 26.81908 0.4 1.9 -2.7 -0.128
F -3.97014 9.12817 26.51629 -1.6 -1.2 0.9 -0.216
C -4.88299 7.41107 27.86789 -0.4 -2.2 2.3 0.557
F -3.90957 7.58135 28.76803 0.3 -0.4 -0.4 -0.313
C -5.86203 6.39495 28.08682 -0.6 1.0 -1.2 0.243
F -5.70302 5.30902 28.86827 0.0 1.3 0.0 -0.281
C -7.04428 6.50691 27.31485 -0.3 -2.9 1.7 0.223
F -8.07268 5.64874 27.61289 1.0 0.5 -0.3 -0.317
C -7.15522 7.28388 26.21564 0.6 2.0 -1.3 0.502
F -8.25655 7.20554 25.38368 1.2 0.1 1.1 -0.279
C -6.20364 11.84279 22.12061 -0.3 0.4 0.2 -1.334
C -4.75083 11.78283 22.60996 -0.4 -0.2 -0.3 -0.830
N -4.28139 10.41859 22.77485 -0.1 0.2 -0.3 0.306
C -2.92017 10.30628 22.93812 2.8 -1.8 0.2 -0.633
C -2.08006 9.50558 22.06617 -1.6 1.4 0.8 0.689
F -2.65502 8.82045 21.02494 0.7 0.8 0.9 -0.036
C -0.70461 9.46115 22.26697 0.0 -1.6 -2.2 -0.003
F 0.02941 8.77905 21.29916 -0.7 0.6 1.4 -0.148
C -0.07369 9.96383 23.37170 -0.1 -0.1 1.3 0.482
F 1.12929 9.45286 23.71616 -0.3 1.1 -0.4 -0.281
C -0.84112 10.75450 24.25397 1.0 0.0 0.8 0.218
F -0.29966 11.39288 25.32816 -0.2 -0.9 -0.9 -0.310
C -2.19265 10.82631 24.07811 -2.7 0.7 -1.4 0.130
F -2.97484 11.52580 24.94843 1.0 -0.4 -0.3 -0.419
H -8.82690 11.79268 22.10993 -0.2 0.7 -0.2 0.281
H -8.22123 10.43843 21.12795 -0.3 -0.2 0.1 0.279
H -8.99068 10.21177 22.78753 -0.2 -0.3 -0.8 0.412
H -6.44639 11.92893 24.53852 -0.1 -0.2 0.3 0.474
H -8.25696 11.85897 24.23202 1.1 -0.1 0.5 0.397
H -7.65225 10.34991 26.14319 0.1 0.0 -0.1 0.416
H -8.35471 9.45131 24.79722 -0.1 0.4 -0.1 0.379
H -6.28996 11.61807 21.05806 0.3 -0.3 -0.2 0.559
H -6.59215 12.89469 22.18631 0.2 -0.6 0.3 0.152
H -4.15606 12.24271 21.83171 0.3 0.4 -0.4 0.451
H -4.58090 12.39139 23.49536 -0.2 0.0 0.3 0.531
N -9.85228 7.27451 22.31178 0.6 0.1 -0.1 -0.336
C -9.33497 7.48178 21.05818 -1.3 1.8 -1.7 0.440
C -10.22522 7.95785 20.01488 1.2 -0.2 -1.3 -0.624
C -9.77267 7.96136 18.66429 0.4 -0.6 2.3 -0.461
C -8.42879 7.59712 18.43906 1.6 0.1 1.1 -0.636
C -7.58019 7.53631 19.57135 -1.9 -1.0 0.5 -0.378
N -8.01900 7.40469 20.88628 0.4 0.2 -2.1 -0.158
H -10.84597 7.20562 22.41699 -0.2 -0.1 -0.2 0.226
H -9.34678 6.52818 22.72874 0.3 -0.5 1.0 0.249
H -11.22159 8.34297 20.25133 0.3 -0.5 0.0 0.339
H -10.44383 8.22353 17.87255 -0.2 0.0 -0.3 0.469
H -7.87136 7.33996 17.50906 -1.2 0.8 0.4 0.369
H -6.52163 7.46743 19.35548 0.2 -0.1 0.5 0.546
N -3.49892 13.30858 14.97322 -0.1 -0.1 -0.1 -0.544
C -3.55189 13.75331 16.36009 0.4 1.1 1.3 -0.615
C -3.38649 12.59004 17.38110 -0.1 0.1 -1.7 0.020
N -4.34481 11.49886 16.94199 0.2 0.9 0.8 -0.034
H -3.95513 13.93551 14.31019 0.1 -0.2 0.5 0.230
H -4.48790 11.65218 15.93506 0.0 -0.1 -0.1 0.499
H -2.54966 13.16024 14.62253 -0.3 0.1 0.4 0.189
H -4.50304 14.31946 16.62041 1.0 -0.8 -0.7 0.403
H -2.72235 14.43385 16.66241 -0.5 -0.1 -0.5 0.340
H -3.69689 12.97445 18.34248 0.3 -0.3 0.4 0.210
H -2.32988 12.20790 17.35559 -1.2 0.1 0.2 -0.102
H -3.92029 10.54731 17.12884 -0.2 -0.6 0.0 0.166
H -5.23498 11.60699 17.45040 0.5 -0.3 -0.4 0.407
C -4.37782 5.56346 22.64596 -1.3 0.9 -0.5 -1.361
C -3.74997 6.31678 23.81444 1.6 0.8 -0.2 0.722
C -2.21216 6.11241 23.79393 1.5 0.2 0.5 -1.230
O -4.01819 7.72445 23.85399 0.2 -0.8 -0.2 -0.860
H -4.01060 4.53991 22.55873 -0.1 0.0 0.2 0.571
H -4.22020 6.06909 21.64671 0.1 -0.3 1.1 0.017
H -5.48567 5.56225 22.81377 0.7 -0.3 -0.3 0.309
H -4.07359 5.89752 24.76827 -0.4 -0.2 0.0 0.181
H -1.72818 6.10292 22.76020 -0.8 0.0 1.2 0.022
H -1.96690 5.16242 24.32806 -0.2 0.3 -0.7 0.485
H -1.62294 6.86649 24.42613 -1.2 -0.6 -0.9 0.254
O -3.43465 9.08820 17.35798 0.8 -0.2 0.1 -1.014
P -2.10397 8.46067 16.97042 0.0 -0.5 0.2 1.842
C -2.27348 7.38161 15.56353 -0.6 0.7 0.1 0.457
C -3.52007 7.01562 15.09549 0.4 -1.2 -1.1 -0.621
C -3.62528 5.98464 14.14283 -0.4 -0.4 0.2 -0.529
C -2.47697 5.34953 13.68704 0.3 0.6 -0.1 -0.521
C -1.22498 5.86463 14.06371 0.2 -1.4 -0.2 -0.907
C -1.12369 6.84350 15.02935 0.4 -0.3 -0.7 -0.645
C -0.80373 9.61311 16.60555 0.8 2.0 -0.7 0.583
C -0.33561 9.89372 15.26905 0.0 -0.2 1.9 -0.904
C 0.69099 10.81108 15.10791 0.3 0.8 0.0 -0.664
C 1.32749 11.44108 16.21135 -1.6 -1.7 -0.5 -0.743
C 0.82910 11.22881 17.48847 -0.2 -0.4 -0.5 -0.627
C -0.27451 10.36857 17.68289 0.4 -0.1 0.5 -0.377
C -1.30408 7.33940 18.15035 0.0 1.3 1.1 0.782
C 0.07640 7.39636 18.47963 -1.7 -1.0 -0.9 -0.535
C 0.60226 6.45441 19.37775 0.8 1.4 -0.9 -0.712
C -0.20947 5.58311 20.03007 -1.1 -0.2 0.4 -0.586
C -1.58386 5.65198 19.74571 0.0 -0.2 0.9 -0.599
C -2.17736 6.52794 18.88169 0.6 0.2 -1.4 -0.570
H -4.40806 7.47272 15.43561 -0.7 0.5 0.6 0.594
H -4.61568 5.60295 13.82313 0.7 0.5 0.2 0.353
H -2.50529 4.49111 13.01022 -0.2 0.4 0.2 0.402
H -0.34703 5.33445 13.66235 -0.3 0.6 0.2 0.340
H -0.16387 7.23882 15.32598 0.2 -0.3 0.2 0.577
H -0.68748 9.29172 14.44054 -0.2 0.3 0.0 0.554
H 1.00823 11.11130 14.10191 0.1 -0.5 0.4 0.399
H 2.25578 11.91070 16.03668 0.7 1.0 -0.1 0.461
H 1.35826 11.68053 18.31721 -0.3 0.0 0.2 0.461
H -0.59237 10.22619 18.75728 0.1 -0.1 -1.4 0.254
H 0.63496 8.11083 17.90169 0.7 -0.1 0.3 0.548
H 1.66199 6.45406 19.56786 0.2 0.1 0.1 0.436
H 0.21488 4.94880 20.82446 -0.5 0.1 -0.6 0.368
H -2.28662 5.08276 20.27292 -0.5 -1.2 1.0 0.535
H -3.26372 6.55647 18.66125 0.8 -0.2 0.5 0.322